[1]
Molecular formula: C17H27B3BrF2NO7
Method: DFT, the ωB97M-V functional and the def2-TZVPD basis

Calculated values
**LUMO energy**: 0.18 eV
**Relative energy (zero: lowest compared OMol25 entry of this formula, charge and spin)**: 0.0 kJ/mol
**HOMO level**: -9.11 eV
**Structure (SMILES)**: C[C@H](Br)CB1OB(c2ccccc2)OB(N(C(=O)F)C(=O)F)O1.CC(C)O.CC(C)O
**Gap between HOMO and LUMO**: 0.341 hartree

```
! RIJCOSX wB97M-V def2-TZVPD def2/J DEFGRID3
* xyz 0 1
Br 0.962 -0.265 -0.741
F -2.804 2.088 3.286
F -3.698 4.158 0.905
O -2.200 4.696 2.424
O -1.219 -2.546 -4.365
O 0.019 3.158 -0.512
O 2.257 2.486 0.418
O 0.475 3.538 1.813
O -1.081 0.929 2.536
O 0.913 -4.835 1.085
N -1.814 2.703 1.215
C 1.784 2.221 -2.144
C 2.971 3.898 3.728
C 2.552 2.666 3.042
C 1.536 0.674 -2.407
C 0.168 -2.847 2.222
C -2.532 3.922 1.603
C -1.463 -4.547 1.350
C 3.562 1.360 4.921
C -2.833 -1.534 -5.837
C 3.681 3.907 5.012
C -2.603 -2.225 -4.502
C 2.847 1.362 3.632
C -1.809 1.839 2.350
C -3.432 -3.494 -4.385
C -0.126 -3.857 1.124
C 3.956 2.593 5.612
C 0.375 0.410 -3.458
B -0.423 3.123 0.815
B 1.742 2.879 1.667
B 1.339 2.647 -0.645
H -1.462 -5.095 2.297
H 0.927 -5.286 1.938
H -4.499 -3.278 -4.468
H 4.470 2.602 6.602
H -2.858 -1.543 -3.687
H 0.222 -0.707 -3.485
H 3.830 0.412 5.455
H -0.981 -3.148 -5.080
H -0.132 -3.354 0.154
H 2.753 4.905 3.287
H 2.547 0.413 3.135
H 1.135 -2.368 2.053
H -1.656 -5.276 0.560
H 1.085 2.766 -2.848
H -2.282 -3.824 1.366
H 2.813 2.573 -2.409
H -0.602 0.841 -3.118
H -0.603 -2.074 2.264
H 3.936 4.883 5.475
H -3.883 -1.259 -5.964
H 2.471 0.252 -2.845
H -3.159 -4.210 -5.166
H 0.617 0.807 -4.476
H 0.223 -3.338 3.198
H -2.541 -2.184 -6.667
H -3.248 -3.985 -3.427
H -2.224 -0.630 -5.912
*
```

=====

[2]
Molecular formula: C3H2ClNS
Method: DFT, the ωB97M-V functional and the def2-TZVPD basis

Calculated values
**LUMO energy (spin up / spin down)**: -0.02 / -0.02 eV
**Relative energy (zero: lowest compared OMol25 entry of this formula, charge and spin)**: 328.5 kJ/mol
**HOMO level (spin up / spin down)**: -8.53 / -8.53 eV
**Gap between HOMO and LUMO (spin up / spin down)**: 0.313 / 0.313 hartree

```
! RIJCOSX wB97M-V def2-TZVPD def2/J DEFGRID3
* xyz 0 1
Cl 0.009 0.671 -2.405
S -0.546 -0.506 1.754
N 0.987 -0.530 1.283
C -1.332 -0.027 0.417
C 1.228 -0.171 0.017
C 0.249 0.186 -0.833
H 2.274 -0.179 -0.249
H -2.340 0.216 0.203
*
```

=====

[3]
Molecular formula: C25H32ClGdNO10S
Method: DFT, the ωB97M-V functional and the def2-TZVPD basis

Calculated values
**Expectation value of S²**: 15.859
**LUMO energy (spin up / spin down)**: -3.98 / -2.73 eV
**Relative energy (zero: lowest compared OMol25 entry of this formula, charge and spin)**: 3.9 kJ/mol
**HOMO level (spin up / spin down)**: -10.61 / -10.63 eV
**Gap between HOMO and LUMO (spin up / spin down)**: 0.244 / 0.290 hartree

```
! RIJCOSX wB97M-V def2-TZVPD def2/J DEFGRID3
* xyz 1 8
Gd 9.969 8.354 14.212
Cl 16.836 10.489 12.285
S 11.326 11.850 11.510
O 10.704 5.957 14.738
O 8.353 6.307 13.654
O 11.239 7.668 12.231
O 9.796 7.514 16.773
O 11.098 10.609 12.230
O 12.407 12.689 11.869
O 8.752 10.497 14.362
O 7.590 8.133 15.426
O 11.933 8.791 14.941
O 8.625 9.347 12.493
N 9.976 12.682 11.607
C 11.353 5.748 16.001
C 14.958 10.553 14.275
C 6.929 6.554 13.872
C 10.262 4.949 13.835
C 11.009 10.300 9.233
C 10.492 6.302 17.125
C 13.333 8.647 13.013
C 12.331 12.311 9.003
C 15.362 9.930 13.080
C 8.420 10.383 13.162
C 7.736 8.696 16.727
C 13.029 9.187 14.288
C 13.829 10.131 14.893
C 12.403 12.060 7.650
C 8.690 7.840 17.564
C 8.722 4.958 13.920
C 11.081 10.054 7.908
C 8.665 12.002 11.256
C 14.560 9.053 12.428
C 11.934 10.589 5.660
C 7.817 11.515 12.380
C 6.797 6.937 15.296
C 11.762 10.960 7.077
C 12.487 7.929 12.096
C 11.558 11.428 9.789
H 13.540 10.552 15.842
H 11.505 4.753 16.159
H 9.998 13.683 11.634
H 12.684 13.199 9.509
H 8.004 9.695 16.715
H 7.640 12.459 12.977
H 8.967 11.099 10.591
H 10.573 9.658 9.989
H 11.180 6.502 17.904
H 8.075 12.666 10.616
H 12.304 6.283 15.926
H 12.922 7.577 11.118
H 9.733 5.588 17.398
H 6.398 5.663 13.675
H 6.755 8.702 17.198
H 7.028 6.117 15.971
H 10.554 9.205 7.471
H 5.712 7.175 15.536
H 15.603 11.289 14.765
H 10.803 4.002 13.997
H 12.928 12.773 7.010
H 11.029 10.049 5.243
H 8.413 4.572 14.912
H 12.245 11.450 5.134
H 12.783 9.823 5.673
H 9.038 8.360 18.437
H 6.684 7.339 13.120
H 6.821 11.251 11.968
H 10.562 5.420 12.837
H 8.117 6.929 17.821
H 8.353 4.340 13.179
H 14.854 8.662 11.485
*
```

=====

[4]
Molecular formula: C41H73NO19
Method: DFT, the ωB97M-V functional and the def2-TZVPD basis

Calculated values
**LUMO energy**: 0.02 eV
**HOMO level**: -8.46 eV
**Structure (SMILES)**: CCCCCCCCCCOC[C@@](C[C@@H](O)CN)(C[C@H]1CO1)OCCC.C[C@@H]1COC(=O)O1.C[C@@H]1COC(=O)O1.C[C@@H]1COC(=O)O1.C[C@@H]1COC(=O)O1.C[C@@H]1COC(=O)O1
**Gap between HOMO and LUMO**: 0.312 hartree

```
! RIJCOSX wB97M-V def2-TZVPD def2/J DEFGRID3
* xyz 0 1
O -1.361 -1.242 -3.821
O 3.168 8.968 -4.615
O 4.767 1.504 -0.398
O 3.532 11.055 -5.388
O 0.434 4.420 -3.712
O -0.865 3.002 -2.543
O 0.767 -1.626 -4.445
O 6.157 0.154 -7.197
O 4.099 -0.533 -6.679
O -4.796 -5.066 4.318
O 4.091 -0.035 -1.860
O 1.718 9.886 -6.036
O -6.927 -1.429 3.759
O -3.311 -1.190 3.907
O 5.769 -0.747 -5.175
O -4.397 -4.214 0.901
O 0.250 -1.547 -2.283
O -0.863 2.915 -4.765
O 3.569 -0.268 0.312
N -3.203 -1.508 -0.269
C 5.473 1.776 -1.628
C 4.095 0.346 -0.559
C -4.598 -0.779 3.464
C -4.447 -2.861 1.445
C 4.591 1.073 -2.630
C 3.994 0.223 -7.900
C 4.207 -5.116 4.500
C -5.686 -2.803 2.337
C 2.387 6.659 -4.501
C -2.147 1.006 -1.933
C -1.809 0.434 4.899
C -1.973 2.142 -2.909
C -4.183 -4.960 5.779
C 2.710 -0.298 4.656
C 5.806 1.339 -9.295
C -0.222 -1.459 -3.545
C 2.023 -1.553 -3.729
C 3.391 -2.772 5.102
C -0.799 -0.421 5.690
C -0.362 3.531 -3.675
C 2.873 10.069 -5.348
C -1.562 1.738 -4.304
C 3.084 -2.381 -4.403
C 5.408 0.174 -8.427
C 2.007 8.111 -4.616
C -2.283 -0.243 3.618
C 5.635 3.257 -1.850
C 1.607 -2.031 -2.360
C -5.250 -2.771 4.871
C -7.214 -0.708 4.943
C -4.524 -1.910 0.239
C -8.115 -1.469 5.934
C 1.363 0.435 4.580
C -4.303 -3.880 4.575
C 0.547 0.268 5.887
C 2.552 -1.780 4.254
C -9.038 -2.512 5.282
C 4.392 -3.609 4.273
C -5.595 -1.925 3.604
C 1.365 8.500 -5.926
C 5.383 -0.410 -6.247
H -8.786 -3.504 5.643
H 3.668 1.235 -7.652
H -2.939 0.337 -2.253
H 5.700 2.279 -8.754
H 5.128 0.714 -3.502
H 3.271 -0.236 -8.568
H 1.505 -2.059 4.374
H -6.061 -3.792 2.574
H 2.323 -0.503 -3.702
H 3.742 1.686 -2.946
H -1.357 1.389 4.630
H -7.763 0.185 4.636
H 5.191 1.374 -10.194
H 2.754 -3.417 -4.508
H 1.509 6.020 -4.560
H -2.598 0.477 2.862
H -4.561 -0.393 2.446
H -6.475 -2.330 1.747
H -2.394 1.388 -0.942
H 1.562 1.493 4.409
H -8.665 -0.724 6.505
H 3.086 6.380 -5.293
H 5.404 -3.359 4.591
H 2.702 -3.452 5.599
H 3.422 0.179 3.987
H -2.516 -1.481 0.472
H -9.059 -2.453 4.200
H 1.145 -0.348 6.559
H -3.056 -4.868 5.667
H 3.365 -5.475 3.912
H -2.407 1.518 -4.949
H 3.279 -2.003 -5.403
H 2.793 -1.862 3.199
H 0.798 0.046 3.734
H 4.012 -2.360 -3.833
H 4.032 -5.315 5.554
H -5.106 -1.027 0.499
H 2.207 -1.618 -1.555
H -4.902 0.072 4.083
H -6.147 -3.266 5.225
H 2.886 6.471 -3.550
H -0.630 -1.391 5.224
H 6.118 3.448 -2.809
H 1.378 8.405 -3.772
H -7.476 -1.979 6.654
H 5.096 -5.669 4.202
H -4.111 -6.046 5.852
H -2.876 2.759 -2.932
H 5.598 -0.769 -8.947
H -1.229 0.435 -1.831
H -4.993 -2.476 -0.559
H -10.059 -2.330 5.619
H 0.285 8.380 -5.928
H -1.446 -0.816 3.214
H 1.592 -3.120 -2.281
H -3.508 -2.724 1.976
H 4.667 3.759 -1.832
H -3.377 -3.632 4.069
H 6.451 1.291 -1.562
H -3.475 -4.471 0.866
H 6.851 1.254 -9.592
H 4.295 -3.386 3.214
H -2.671 0.630 5.535
H 6.243 3.698 -1.061
H 3.120 -0.233 5.663
H 1.792 7.965 -6.778
H -0.871 0.905 -4.326
H -6.333 -0.345 5.473
H 0.427 1.230 6.383
H -1.215 -0.598 6.682
H -4.751 -2.163 5.622
H 3.926 -2.207 5.860
H -2.895 -2.134 -0.998
*
```